Entry 1:
Here is a molecular structure, C11H19LaO2 at a distorted geometry from the Open Molecules 2025 dataset. Energies are from ωB97M-V with the def2-TZVPD basis set.

The geometry in ORCA input format:
```
! RIJCOSX wB97M-V def2-TZVPD def2/J DEFGRID3
* xyz 2 1
La -0.26037 0.10268 -0.57842
O -0.27661 -1.42200 1.31980
O 0.79543 1.40359 1.15519
C 2.28849 1.30366 1.06809
C 0.06116 -1.78527 -2.32847
C 0.19445 0.80877 2.40923
C 1.05882 0.24924 -2.83271
C 1.90702 -0.45184 -1.90525
C -2.56561 1.13853 -0.84883
C 0.35753 -0.70831 2.48977
C -0.07903 -0.56926 -3.08332
C -1.67083 2.20593 -0.87374
C -1.73936 -1.72357 1.47929
C 1.28643 -1.68817 -1.59077
H -2.26712 -0.87028 1.90206
H -1.83880 -2.59543 2.12720
H -2.81599 0.57227 -1.74347
H -0.68728 -2.57235 -2.25020
H 1.59733 -2.37784 -0.80261
H 2.71022 1.72063 1.97289
H 2.80832 -0.04069 -1.45514
H 2.55167 1.87077 0.16973
H 1.23689 1.24132 -3.24160
H 2.58530 0.26863 0.93782
H -2.90783 0.68120 0.08302
H -0.10616 -1.09302 3.39029
H 0.68143 1.29297 3.24972
H -1.17493 2.53021 -1.78531
H -0.85400 1.12501 2.35573
H 1.40803 -1.01732 2.42964
H -1.25379 2.63900 0.03904
H -2.11156 -1.92678 0.47057
H -0.91923 -0.31225 -3.72922
*
```

energy relative to the best compared isomer or geometry (same formula, charge and spin) = 116.1 kJ/mol
HOMO energy = -16.2 eV
total energy = -16651.742 eV
LUMO level = -8.44 eV
gap between HOMO and LUMO = 0.28356 Eh



Entry 2:
Here is 2 unconnected molecules or ions with the total composition CH4IN2S at a distorted geometry from the Open Molecules 2025 dataset. Energies are from ωB97M-V with the def2-TZVPD basis set.

The geometry in ORCA input format:
```
! RIJCOSX wB97M-V def2-TZVPD def2/J DEFGRID3
* xyz 1 3
I 4.50105 0.16391 -0.18208
S -0.38930 -2.71726 -0.15877
N -0.69583 -1.06768 -0.09139
N -0.71811 1.11744 0.06788
C -0.04877 0.03548 0.21575
H -1.62788 1.11512 -0.34919
H 0.94785 0.08632 0.54633
H -0.25725 2.04116 0.33375
H -1.71175 -0.77450 -0.38229
*
```

HOMO energy (alpha / beta) = -13.2 / -12.9 eV
total energy = -23008.086 eV
LUMO level (alpha / beta) = -3.89 / -7.36 eV
expectation value of S² = 2.01
gap between HOMO and LUMO (alpha / beta) = 0.34402 / 0.20338 Eh



Entry 3:
Here is a molecular structure, C11H29Ag3FO8P at a distorted geometry from the Open Molecules 2025 dataset. Energies are from ωB97M-V with the def2-TZVPD basis set.

The geometry in ORCA input format:
```
! RIJCOSX wB97M-V def2-TZVPD def2/J DEFGRID3
* xyz 2 1
Ag 4.66696 -0.85357 1.29275
Ag 0.22137 -3.21333 3.75284
Ag 2.34900 -4.42958 -0.94904
P 3.22760 4.05100 0.37904
F 1.39998 -1.79977 0.95904
O 2.61898 4.26929 1.81841
O 2.72563 -2.87211 -3.72050
O 3.99932 5.48487 0.30682
O 1.97805 4.32663 -0.59582
O -5.95542 -0.83523 2.47014
O 3.99057 2.76058 0.28254
O 0.42814 -4.31521 -3.52189
O -3.35575 -2.35063 2.99078
C -4.58809 -0.26939 2.45669
C 3.33780 6.73355 0.59990
C -0.56883 -3.54620 -2.87447
C -3.40072 -1.22613 2.12591
C 3.72347 -1.81967 -3.50270
C -6.76119 -0.05413 3.40577
C 1.66110 -2.53376 -4.57970
C 3.31808 3.98072 3.07215
C 1.00269 3.22269 -0.93849
C -4.01427 -3.54487 2.54049
C 0.77085 -3.76544 -4.82072
H 4.30459 4.44337 3.04336
H -3.51828 -1.42880 1.06140
H -6.70231 -0.40742 4.43524
H -2.51371 -0.62159 2.31524
H 2.67126 4.39196 3.84714
H 0.62329 3.41628 -1.94182
H 2.26738 6.65518 0.79006
H 4.35074 -1.58775 -4.36342
H -3.69034 -4.38945 3.14865
H 1.97053 -2.17236 -5.56038
H -3.85094 -3.73232 1.47923
H 1.42190 -4.37151 -5.45071
H 3.24967 -0.89727 -3.16683
H 3.54054 2.91755 3.16317
H 3.48087 7.31271 -0.31236
H -5.05896 -3.54105 2.85150
H -0.15209 -2.60196 -2.52401
H 1.09658 -1.77558 -4.03696
H -7.81026 -0.24951 3.18359
H -4.32164 0.25129 3.37646
H -0.07546 -3.53724 -5.46862
H -4.61002 0.53482 1.72127
H -0.92967 -4.17048 -2.05705
H 0.04127 3.38583 -0.45149
H 4.40944 -2.20212 -2.74688
H 1.18987 2.20431 -0.59794
H -6.52302 1.00920 3.37902
H 3.77172 7.18563 1.49177
H -1.40828 -3.42205 -3.55859
*
```

energy relative to the best compared isomer or geometry (same formula, charge and spin) = 588.0 kJ/mol
HOMO energy = -13.1 eV
total energy = -52238.674 eV
LUMO level = -8.51 eV
gap between HOMO and LUMO = 0.17028 Eh



Entry 4:
Here is a gas-phase ion, C3H6Br2NS (charge +1) at a distorted geometry from the Open Molecules 2025 dataset. Energies are from ωB97M-V with the def2-TZVPD basis set.

The geometry in ORCA input format:
```
! RIJCOSX wB97M-V def2-TZVPD def2/J DEFGRID3
* xyz 1 1
Br 1.03502 0.27461 -2.64623
Br -1.50648 2.11615 0.84747
S 0.55492 0.04345 1.92998
N -0.70335 -0.90483 -0.65724
C 1.25458 0.40826 0.25303
C 0.68585 -0.64954 -0.76981
C -0.97912 0.72557 1.88030
H -1.17344 -0.00279 -0.90939
H 2.46132 0.17847 0.35139
H 1.06283 1.49314 -0.05033
H -1.73021 0.23437 2.46155
H -0.90177 -1.62906 -1.30008
H 1.17371 -1.63018 -0.80085
*
```

energy relative to the best compared isomer or geometry (same formula, charge and spin) = 84.2 kJ/mol
HOMO energy = -13.6 eV
total energy = -155609.490 eV
LUMO level = -6.84 eV
gap between HOMO and LUMO = 0.24951 Eh



Entry 5:
Here is a molecular structure, C37H30IrN2O2P2S2 at a distorted geometry from the Open Molecules 2025 dataset. Energies are from ωB97M-V with the def2-TZVPD basis set.

The geometry in ORCA input format:
```
! RIJCOSX wB97M-V def2-TZVPD def2/J DEFGRID3
* xyz 1 1
Ir -0.60968 -0.64138 0.92765
S 1.41329 -0.18694 1.94644
S -1.52276 -0.81376 4.66212
P 0.14269 -2.37406 -0.29229
P -1.94780 1.68102 -1.95607
O -1.10095 -2.06308 5.20434
O -2.91179 -0.50963 4.57402
N -0.73110 -0.67681 3.14126
N 0.48837 0.24335 -0.60682
C 0.24626 -6.79748 0.83590
C 0.61640 1.54313 -1.09950
C -1.59822 -2.41901 -4.51915
C 0.57927 0.65996 4.57642
C -2.32884 1.29288 0.85549
C -2.92021 3.10472 -2.56755
C 1.36517 -6.01119 1.07179
C -0.89517 -6.24282 0.27120
C 1.83696 1.66564 -1.70301
C 0.20891 -4.10545 0.17223
C -0.50249 2.52852 -1.20267
C -2.86323 1.23856 -0.44843
C 0.11503 -3.06700 -2.96243
C -0.40477 -3.08060 -4.24279
C -3.46972 4.08219 -1.73627
C -4.15346 0.73424 -0.61735
C -1.75955 -1.74211 -2.22486
C 1.55577 1.57021 4.92684
C -0.54629 0.47858 5.37469
C -0.91824 -4.89845 -0.05611
C 2.51547 0.42339 -1.59843
C -3.01656 3.25429 -3.94862
C -4.07592 5.20237 -2.28033
C -4.91098 0.31116 0.46360
C -0.76415 1.21986 6.51059
C 1.68360 -0.41198 -0.92278
C -4.40395 0.40924 1.75378
C 0.20648 2.16391 6.84690
C -3.13924 0.92915 1.94235
C 0.41454 -0.08521 3.31452
C -0.56089 -2.38216 -1.95029
C -2.27782 -1.75664 -3.51248
C 1.35592 2.32178 6.08267
C 1.34769 -4.66236 0.75285
C -3.62811 4.37727 -4.49467
C -4.14446 5.35581 -3.66052
C 1.83675 -1.84561 -0.54769
H -1.80495 -4.46556 -0.50396
H -1.40619 1.83241 1.06472
H -0.23152 3.34678 -1.86633
H 1.03995 -3.59108 -2.75261
H -3.69979 4.48445 -5.56926
H -2.60587 2.48823 -4.59653
H 2.09184 3.06048 6.36933
H 2.25485 -6.44843 1.50470
H 2.19241 2.56585 -2.18016
H -2.78668 1.08961 2.94814
H 2.35932 -2.44713 -1.28961
H 0.05467 2.79041 7.71561
H -4.60258 6.24040 -4.08371
H 2.43597 1.70935 4.31160
H 2.22324 -4.05854 0.94992
H -2.00040 -2.43322 -5.52366
H -5.90862 -0.07739 0.30268
H 2.36947 -1.95512 0.40104
H -2.29650 -1.23615 -1.43067
H 0.11876 -3.60653 -5.02998
H -3.20536 -1.24339 -3.72849
H -0.78346 2.96825 -0.24448
H 3.50963 0.18410 -1.94200
H -4.49420 5.96030 -1.63054
H 0.26582 -7.84974 1.08766
H -1.76394 -6.85954 0.08498
H -4.99341 0.11259 2.61057
H -3.42119 3.96849 -0.65861
H -4.57942 0.70753 -1.61500
H -1.65907 1.09460 7.10542
*
```

energy relative to the best compared isomer or geometry (same formula, charge and spin) = 83.3 kJ/mol
HOMO energy = -10.2 eV
total energy = -89011.380 eV
LUMO level = -4.53 eV
gap between HOMO and LUMO = 0.20991 Eh



What is the total energy in the fifth record? -89011.380 eV